{"formula": "C26H25CdN6O4S5", "method": "the ωB97M-V functional and the def2-TZVPD basis", "elements": ["Cd", "C", "C", "N", "C", "S", "N", "N", "C", "C", "C", "C", "C", "C", "C", "N", "H", "H", "H", "H", "H", "H", "H", "H", "H", "H", "H", "H", "H", "O", "C", "S", "C", "C", "S", "S", "S", "O", "C", "C", "C", "C", "N", "C", "C", "C", "C", "C", "C", "O", "C", "C", "N", "H", "H", "H", "H", "H", "H", "H", "H", "H", "H", "H", "H", "O", "C"], "coordinates": [[0.4645, -0.0365, -0.5000], [-0.1277, -6.2627, -2.1185], [0.9713, -5.3548, -1.5670], [0.5304, -4.5557, -0.4428], [0.0364, -3.2955, -0.5589], [-0.2262, -2.4276, 0.8949], [-0.1886, -2.9003, -1.7970], [-0.5046, -1.6081, -1.9689], [-0.8879, -1.2428, -3.1449], [-0.9358, -2.1873, -4.3114], [-1.2456, 0.1654, -3.3428], [-1.6014, 0.6498, -4.6044], [-1.9339, 1.9832, -4.7484], [-1.9121, 2.8103, -3.6372], [-1.5488, 2.2506, -2.4217], [-1.2343, 0.9722, -2.2741], [0.2283, -6.7842, -3.0103], [-0.4358, -7.0035, -1.3783], [-0.9944, -5.6572, -2.3838], [1.8316, -5.9503, -1.2535], [1.2940, -4.6675, -2.3476], [0.6815, -4.8723, 0.4962], [-0.6062, -3.1655, -3.9764], [-1.9429, -2.2666, -4.7265], [-0.2599, -1.8321, -5.0930], [-1.5986, -0.0046, -5.4641], [-2.1990, 2.3773, -5.7219], [-2.1545, 3.8616, -3.7071], [-1.4845, 2.8589, -1.5273], [4.7026, 5.1294, -3.2845], [3.9580, 4.2719, -2.8627], [2.8827, 4.4815, -1.4818], [2.1466, 2.8693, -1.4797], [2.5701, 2.0308, -2.4526], [2.0269, 0.4209, -2.8102], [3.8163, 2.6568, -3.5444], [0.9897, 2.5928, -0.2302], [1.7733, 1.5101, 6.6156], [2.8414, 1.2471, 5.7228], [2.3148, 0.9285, 4.3519], [3.1881, 0.5033, 3.3601], [2.6741, 0.2000, 2.1133], [1.3887, 0.3139, 1.8130], [0.5444, 0.7592, 2.7431], [0.9752, 1.0548, 4.0361], [-0.8736, 0.9604, 2.3371], [-1.8106, 1.5291, 3.1964], [-3.1225, 1.6934, 2.7779], [-4.1505, 2.2627, 3.7204], [-4.2648, 1.5089, 4.9214], [-3.4635, 1.2804, 1.4979], [-2.4713, 0.7403, 0.6963], [-1.2207, 0.5882, 1.1025], [2.1400, 1.7587, 7.4664], [3.4407, 0.3975, 6.0702], [3.5055, 2.1165, 5.6459], [4.2497, 0.4098, 3.5537], [3.3166, -0.1416, 1.3112], [0.2915, 1.3804, 4.8041], [-1.5383, 1.8537, 4.1903], [-5.1180, 2.3318, 3.2113], [-3.8626, 3.2680, 4.0317], [-4.3077, 0.5754, 4.6887], [-4.4772, 1.3822, 1.1320], [-2.6803, 0.4104, -0.3144], [2.7792, -2.1188, -1.1662], [2.8303, -1.0120, -0.8478]], "atomic_forces_ev_per_a": [[-0.1686, 0.7718, -0.1280], [0.1122, 0.0985, 0.0239], [-0.1991, -0.0379, -0.0339], [0.0278, -0.1356, -0.1230], [-0.0546, 0.0627, -0.0584], [0.0934, 0.1592, 0.0299], [0.1757, -0.5939, -0.2030], [-0.2238, 0.2264, -0.2034], [0.1100, -0.5104, 0.2025], [0.0076, 0.0331, 0.1124], [-0.1608, 0.5482, -0.0785], [0.0520, -0.1390, 0.0502], [-0.0125, 0.1153, 0.0426], [0.0074, -0.0853, -0.0871], [-0.0460, 0.0810, 0.0207], [-0.1139, -0.2175, -0.0698], [-0.0527, -0.0343, 0.0072], [-0.0062, -0.0031, -0.0082], [-0.0050, -0.0146, -0.0324], [0.0138, 0.0264, 0.0241], [0.0918, -0.0202, 0.0224], [0.0567, 0.0166, 0.0523], [-0.0305, -0.0084, -0.0500], [0.0055, 0.0294, -0.0353], [-0.0463, 0.0024, -0.0375], [0.0069, -0.0100, 0.0255], [0.0044, -0.0147, -0.0052], [0.0143, 0.0030, 0.0195], [0.0483, -0.0151, 0.0149], [0.0215, 0.0392, -0.0024], [-0.0531, -0.0657, 0.0389], [-0.0008, -0.0966, 0.0060], [0.3780, 0.1019, -0.3971], [0.0573, 0.2479, 0.0047], [-0.2828, -0.0711, -0.2162], [-0.0901, -0.0130, 0.0719], [-0.2704, 0.0416, 0.2982], [-0.0728, -0.0183, -0.0420], [0.0932, 0.0093, -0.0291], [0.0002, -0.0401, -0.0195], [-0.1039, 0.0540, 0.0473], [0.1455, -0.0258, 0.0707], [-0.2094, -0.0515, 0.2017], [0.3605, -0.0278, 0.0569], [-0.0679, 0.0218, -0.0153], [-0.3391, 0.0481, -0.0244], [0.0652, -0.0314, -0.0025], [-0.0548, -0.0715, -0.0329], [-0.0236, 0.0136, -0.0242], [0.0245, 0.0078, 0.0305], [0.0724, 0.0427, 0.1409], [-0.1145, -0.0500, -0.0402], [-0.0189, 0.2607, 0.1552], [0.0269, 0.0195, 0.0392], [-0.0024, 0.0206, 0.0204], [-0.0025, -0.0167, 0.0098], [0.0049, -0.0367, -0.0319], [-0.0190, 0.0281, 0.0239], [0.0003, 0.0013, -0.0276], [0.0101, -0.0251, -0.0021], [0.0192, 0.0041, -0.0021], [-0.0099, -0.0026, -0.0111], [-0.0027, 0.0071, -0.0195], [0.0062, -0.0183, -0.0306], [0.0264, 0.0087, -0.0031], [0.2872, 1.3371, 0.2098], [0.4313, -1.9868, 0.0533]], "spin_multiplicity": 1, "gap_ev": 5.2, "lumo_energy_ha": 0.074, "largest_force_ev_per_a": 2.03, "e_tot_ev": -103241.788, "total_charge": -1}